Entry 1:
A molecular structure, BrClI2O4Y at a distorted geometry. Source: the OMol25 dataset; level of theory: wB97M-V/def2-TZVPD.

Charge: -1
E_HOMO: -4.307 eV
LUMO level: -0.058 Ha
Energy: -3967.909299 Eh
Kohn-Sham gap: 2.72 eV

CARTESIAN COORDINATES (ANGSTROEM)
Y 2.4469 -3.6150 2.3668
I 1.6209 2.0915 -1.6305
I -0.7387 2.2051 0.4154
Br -0.7643 -0.1787 -3.0439
Cl -1.6865 1.0384 3.6434
O 1.0633 0.8643 2.0243
O 1.5402 -0.1070 -3.8027
O -2.3609 0.3299 -0.1126
O -1.1209 -2.6285 0.1398

Cartesian forces, eV/Å:
Y -0.6 0.7 -0.3
I -1.7 -0.3 0.8
I 0.9 -3.8 0.5
Br 3.1 -0.1 -1.0
Cl -0.1 0.3 -0.3
O -0.9 0.9 -1.3
O -2.8 0.1 1.1
O 2.1 1.9 0.5
O 0.0 0.3 0.0

***

Entry 2:
6 unconnected molecules or ions with the total composition C4H21N2O6 at a distorted geometry. Source: the OMol25 dataset; level of theory: wB97M-V/def2-TZVPD.

Charge: +1
E_HOMO: -12.835 eV
LUMO level: -0.108 Ha
Energy: -725.678573 Eh
Kohn-Sham gap: 9.89 eV
ΔE to the lowest compared entry with this formula, charge and spin: 211.7 kJ/mol

CARTESIAN COORDINATES (ANGSTROEM)
N -0.4466 -1.8541 2.0177
C -0.3216 -0.3123 2.1970
C 0.4634 0.0518 0.9307
N 1.2669 1.1583 0.7595
C 0.8758 2.4234 1.3105
C 2.1474 1.1897 -0.4142
O 0.5842 -0.8037 0.0170
H 0.0341 -2.1101 1.0626
H -1.4095 -2.2525 2.1082
H 0.1919 -2.3565 2.7041
H 0.2057 0.0929 3.1722
H -1.3708 0.0931 2.1543
H 0.5808 3.2165 0.4897
H 0.1738 2.5301 2.1207
H 1.7993 2.8274 1.7401
H 1.7343 1.3820 -1.3749
H 2.8387 2.0926 -0.3235
H 2.6482 0.2753 -0.4964
H -0.2944 -1.3003 -1.7607
H -0.6841 -0.7165 -3.1579
O -0.9418 -0.9007 -2.2801
H -0.6274 2.8125 -1.2554
H -0.0737 3.7835 -2.2943
O -0.1093 3.6082 -1.4096
H -1.9610 0.6587 -1.8359
H -2.6675 1.3308 -2.7331
O -2.0004 1.5735 -2.0599
H 1.2834 -4.3625 -0.5432
H 2.2542 -3.1124 -0.3929
O 1.4654 -3.6399 0.0788
H -3.2829 -2.5618 0.1934
H -2.0353 -2.2311 -0.7744
O -2.3211 -2.5859 0.0500

Cartesian forces, eV/Å:
N 1.8 -0.6 1.5
C -0.4 0.2 0.3
C 2.9 0.4 -2.9
N -2.8 -1.3 0.4
C 1.5 3.5 -1.0
C 0.8 2.5 0.8
O -0.8 -0.1 1.6
H -1.2 0.7 0.8
H 1.0 0.6 -0.5
H -1.1 0.8 -0.7
H -1.1 -1.4 -1.9
H 1.1 -0.3 0.1
H 0.4 -1.8 1.4
H -0.6 -1.0 0.1
H -0.1 0.3 0.0
H -1.4 0.0 -0.6
H -0.6 -1.4 0.4
H 1.0 -1.2 0.2
H 2.2 -0.7 1.0
H 0.9 0.0 -1.3
O -3.0 0.4 0.3
H -0.3 0.1 -0.7
H -0.1 0.5 -3.6
O 0.3 -0.5 4.1
H 1.4 -1.5 1.4
H 0.0 1.6 -0.2
O -1.5 0.0 -1.1
H 0.1 0.2 0.3
H -2.7 -1.8 1.6
O 2.5 1.7 -1.7
H 0.6 0.2 -0.8
H -0.4 0.6 -1.2
O -0.4 -0.6 2.1

***

Entry 3:
A molecular structure, C21H25NO3P2Sm at a distorted geometry. Source: the OMol25 dataset; level of theory: wB97M-V/def2-TZVPD.

Charge: +1
E_HOMO (alpha / beta): -10.224 / -10.240 eV
LUMO level (alpha / beta): -0.190 / -0.187 Ha
Energy: -2435.997121 Eh
Kohn-Sham gap (alpha / beta): 5.05 / 5.16 eV
Multiplicity: 6
ΔE to the lowest compared entry with this formula, charge and spin: 563.5 kJ/mol

CARTESIAN COORDINATES (ANGSTROEM)
C -1.6689 2.8851 -3.6350
C -1.2794 1.7417 -2.9336
C 0.1050 1.5083 -2.6989
C 1.0596 2.3999 -3.2230
C 0.6433 3.5182 -3.9584
C -0.7210 3.7754 -4.1549
C 2.5132 2.1146 -2.9123
C 2.7705 0.6251 -2.9572
C 1.7573 -0.2010 -2.4459
C 1.9325 -1.6087 -2.4089
C 3.1487 -2.1508 -2.8294
C 4.1678 -1.3333 -3.3288
C 3.9701 0.0519 -3.4071
H -2.7373 3.0659 -3.8019
H 1.3957 4.2020 -4.3664
H -1.0443 4.6586 -4.7166
H 3.1874 2.6663 -3.5794
H 3.2872 -3.2387 -2.7929
H 5.1125 -1.7759 -3.6664
H 4.7603 0.7005 -3.8023
N 0.5575 0.3786 -2.0376
Sm 0.0496 0.1028 -0.0278
C -2.3126 0.7543 -2.4302
H -2.0801 -0.2670 -2.7845
H -3.3216 1.0322 -2.7630
C 0.7782 -2.4970 -1.9883
H -0.1065 -2.2805 -2.6143
H 1.0352 -3.5562 -2.0850
P -2.2752 0.6741 -0.5780
P 0.1863 -2.2839 -0.2527
C 1.3922 -3.0529 0.8288
H 1.0505 -2.9932 1.8756
H 1.4994 -4.1018 0.5290
H 2.3579 -2.5302 0.7480
C -1.3200 -3.2438 -0.1254
H -1.0562 -4.3035 -0.2199
H -1.8085 -3.0672 0.8467
H -2.0213 -2.9661 -0.9266
C -2.7158 2.3663 -0.0632
H -3.5977 2.7172 -0.6192
H -2.9337 2.3738 1.0176
H -1.8728 3.0500 -0.2565
C -3.6959 -0.3316 -0.0830
H -3.6718 -0.4943 1.0080
H -4.6298 0.1805 -0.3557
H -3.6611 -1.3147 -0.5762
C -0.3594 -0.1613 1.9068
O -0.5621 -0.2579 2.9815
H 2.7231 2.4648 -1.8751
O 4.2332 0.4154 1.0866
C 3.0636 0.1556 1.0450
O 2.2495 0.5111 0.0969
H 2.5721 -0.4416 1.9011

Cartesian forces, eV/Å:
C 0.0 0.1 -0.1
C 0.5 0.1 0.2
C -0.2 0.9 -1.2
C -0.2 0.6 -0.2
C -0.2 -0.1 0.2
C 0.2 -0.2 0.1
C 0.0 0.0 0.3
C 0.5 -0.4 0.0
C 0.8 -0.4 -1.1
C 0.1 0.6 0.1
C 0.0 -0.1 0.0
C -0.1 0.2 0.0
C -0.3 -0.1 0.2
H 0.4 -0.1 0.0
H -0.3 -0.3 0.2
H 0.1 -0.4 0.3
H -0.2 -0.2 0.1
H 0.0 0.5 0.0
H -0.5 0.2 0.2
H -0.3 -0.3 0.2
N -0.4 -0.6 -1.6
Sm 7.2 6.2 -8.0
C 0.2 -0.2 0.2
H -0.1 0.3 0.0
H 0.2 -0.1 0.1
C -0.2 -0.1 0.1
H 0.3 -0.2 0.1
H 0.0 0.0 -0.2
P -4.9 1.6 -1.2
P 0.6 -4.3 -0.7
C 0.4 -0.4 0.3
H 0.1 -0.1 -0.4
H 0.2 0.1 0.2
H -0.3 -0.3 0.0
C -0.5 -0.6 0.1
H -0.3 0.1 0.0
H 0.2 -0.2 -0.3
H 0.2 -0.2 0.2
C -0.1 0.3 0.1
H 0.2 0.0 0.2
H 0.0 0.0 -0.4
H -0.3 -0.2 0.0
C -0.5 -0.2 0.1
H -0.1 0.1 -0.4
H 0.2 -0.3 0.1
H -0.1 0.3 0.1
C -1.9 -1.8 7.9
O -0.6 -0.2 3.3
H -0.1 -0.2 -0.5
O 0.3 -0.2 0.3
C 0.0 0.1 0.4
O -0.4 0.0 0.8
H 0.4 0.4 -0.5